58
Properties=species:S:1:pos:R:3 method="wB97M-V/def2-TZVPD" gap_ev=8.319 e_lumo_ev=0.760
C 1.0437 4.3756 -2.9067
C 0.2637 3.4307 -2.0629
N 0.3532 2.1255 -2.2235
N -0.4798 1.5702 -1.3254
C -0.4402 0.1965 -1.1220
C 0.3783 -0.6097 -1.9370
C 0.4834 -1.9315 -1.6113
C -0.2224 -2.3929 -0.4675
N -0.1041 -3.6346 0.0419
C -0.9199 -4.0581 1.1591
C -1.9167 -5.1240 0.7032
C -1.1751 -6.2987 0.0694
C -0.2816 -5.7983 -1.0629
C 0.6597 -4.7127 -0.5330
N -1.0541 -1.5631 0.1805
N -1.1530 -0.3125 -0.1365
C -1.1178 2.5189 -0.5799
C -2.1138 2.2032 0.4673
C -0.6493 3.7406 -1.0267
C -0.8857 5.0765 -0.4060
C 0.2092 5.3962 0.6414
C 0.3637 4.2133 1.5823
O -0.2472 4.1099 2.6204
N 1.2379 3.2750 1.1014
C 1.3564 1.9287 1.4542
C 2.1368 1.1143 0.6337
C 2.2553 -0.2368 0.8909
C 1.5781 -0.7710 1.9714
F 1.6845 -2.0978 2.2187
C 0.8047 0.0161 2.8029
C 0.6999 1.3708 2.5486
H 1.7133 4.9842 -2.2989
H 1.6309 3.8148 -3.6282
H 0.3719 5.0470 -3.4400
H 0.8866 -0.1714 -2.7799
H 1.0811 -2.5931 -2.2179
H -1.4336 -3.1818 1.5509
H -0.2591 -4.4677 1.9311
H -2.5053 -5.4622 1.5565
H -2.5975 -4.6819 -0.0269
H -1.8864 -7.0342 -0.3109
H -0.5574 -6.7885 0.8260
H 0.3030 -6.6196 -1.4806
H -0.8995 -5.3776 -1.8593
H 1.3115 -4.3512 -1.3262
H 1.2932 -5.1365 0.2565
H -2.4968 3.1203 0.9065
H -2.9361 1.6280 0.0461
H -1.6631 1.5934 1.2475
H -0.8820 5.8585 -1.1677
H -1.8569 5.0851 0.0904
H 1.1538 5.6106 0.1393
H -0.0915 6.2699 1.2196
H 1.6928 3.4996 0.2262
H 2.6387 1.5394 -0.2240
H 2.8526 -0.8744 0.2583
H 0.2863 -0.4320 3.6349
H 0.1014 2.0011 3.1849

---

14
Properties=species:S:1:pos:R:3 method="wB97M-V/def2-TZVPD" e_above_lowest_kcal_mol=57.9 gap_ev=10.530 e_lumo_ev=0.971
C 2.7530 0.8226 0.3158
C 1.5014 0.0712 0.2157
C 0.4892 -0.5348 -0.0369
C -0.7075 -1.1423 -0.6499
O -1.8785 -1.1372 0.1257
C -2.3947 0.1533 0.3473
H 3.0251 1.0687 1.3465
H 3.5642 0.2494 -0.1411
H 2.6809 1.7595 -0.2597
H -0.5167 -2.1890 -0.9071
H -0.8750 -0.5984 -1.5959
H -2.6299 0.6664 -0.6000
H -3.3175 0.0341 0.9205
H -1.6939 0.7766 0.9191

---

Copy entry 1 word for word.
58
Properties=species:S:1:pos:R:3 method="wB97M-V/def2-TZVPD" gap_ev=8.319 e_lumo_ev=0.760
C 1.0437 4.3756 -2.9067
C 0.2637 3.4307 -2.0629
N 0.3532 2.1255 -2.2235
N -0.4798 1.5702 -1.3254
C -0.4402 0.1965 -1.1220
C 0.3783 -0.6097 -1.9370
C 0.4834 -1.9315 -1.6113
C -0.2224 -2.3929 -0.4675
N -0.1041 -3.6346 0.0419
C -0.9199 -4.0581 1.1591
C -1.9167 -5.1240 0.7032
C -1.1751 -6.2987 0.0694
C -0.2816 -5.7983 -1.0629
C 0.6597 -4.7127 -0.5330
N -1.0541 -1.5631 0.1805
N -1.1530 -0.3125 -0.1365
C -1.1178 2.5189 -0.5799
C -2.1138 2.2032 0.4673
C -0.6493 3.7406 -1.0267
C -0.8857 5.0765 -0.4060
C 0.2092 5.3962 0.6414
C 0.3637 4.2133 1.5823
O -0.2472 4.1099 2.6204
N 1.2379 3.2750 1.1014
C 1.3564 1.9287 1.4542
C 2.1368 1.1143 0.6337
C 2.2553 -0.2368 0.8909
C 1.5781 -0.7710 1.9714
F 1.6845 -2.0978 2.2187
C 0.8047 0.0161 2.8029
C 0.6999 1.3708 2.5486
H 1.7133 4.9842 -2.2989
H 1.6309 3.8148 -3.6282
H 0.3719 5.0470 -3.4400
H 0.8866 -0.1714 -2.7799
H 1.0811 -2.5931 -2.2179
H -1.4336 -3.1818 1.5509
H -0.2591 -4.4677 1.9311
H -2.5053 -5.4622 1.5565
H -2.5975 -4.6819 -0.0269
H -1.8864 -7.0342 -0.3109
H -0.5574 -6.7885 0.8260
H 0.3030 -6.6196 -1.4806
H -0.8995 -5.3776 -1.8593
H 1.3115 -4.3512 -1.3262
H 1.2932 -5.1365 0.2565
H -2.4968 3.1203 0.9065
H -2.9361 1.6280 0.0461
H -1.6631 1.5934 1.2475
H -0.8820 5.8585 -1.1677
H -1.8569 5.0851 0.0904
H 1.1538 5.6106 0.1393
H -0.0915 6.2699 1.2196
H 1.6928 3.4996 0.2262
H 2.6387 1.5394 -0.2240
H 2.8526 -0.8744 0.2583
H 0.2863 -0.4320 3.6349
H 0.1014 2.0011 3.1849